Entry from OMol25: an isolated ion of composition C5H11NOS and charge -2 in a non-equilibrium geometry (ωB97M-V/def2-TZVPD).

```
19
Properties=species:S:1:pos:R:3:forces:R:3
C -0.590145 0.085761 1.522393 1.0 1.7 -0.4
N -0.566589 -0.077900 0.067563 -0.2 -0.3 -0.2
C 0.422035 0.608218 -0.792003 0.0 -0.3 -0.3
C 1.890157 0.212478 -0.641661 -0.1 -0.3 -1.0
S 2.778712 0.350436 0.912430 0.4 0.0 0.9
C 0.002610 0.308941 -2.313845 -0.7 0.9 0.7
O 0.698705 0.907340 -3.268073 0.4 0.3 -0.4
C -1.657977 -0.833075 2.094906 0.6 0.2 0.0
H -0.790920 1.149234 1.782857 -0.6 -0.3 -0.4
H 0.440296 0.079580 1.906740 -0.2 -1.2 0.4
H -0.482927 -1.073620 -0.112946 0.1 0.0 -0.1
H 0.260339 1.674910 -0.642939 0.2 0.3 0.1
H 1.924794 -0.807800 -1.064556 0.1 -0.2 0.4
H 2.468716 0.753446 -1.394254 -0.4 0.3 -0.1
H -1.094866 0.672666 -2.260879 0.4 -0.8 -0.2
H 0.037946 -0.819760 -2.424534 -0.4 0.0 0.4
H -1.500009 -1.030868 3.157568 -0.1 0.0 0.0
H -2.642214 -0.389738 1.933382 -0.1 -0.1 0.0
H -1.598665 -1.770253 1.537844 -0.2 -0.2 0.2
```
Forces are in eV/Å.

Calculated values
Energy above the lowest of the compared OMol25 structures with the same formula, charge and spin: 88.7 kJ/mol
Total charge: -2
Energy: -19733.0540 eV
Multiplicity: 1
HOMO energy: 1.16 eV
Strongest force on any atom: 2.0 eV/A
SMILES string: CCN[C@H](C[O-])C[S-]